Model one:
ORCA calculation (ωB97M-V/def2-TZVPD) on a 2-piece molecular cluster, C6H15N3 overall.

Each line ends with the Löwdin charge.
Geometry (Å):
1 H -0.089 2.324 0.576  0.066
2 N 0.272 1.409 1.289  0.077
3 C 0.390 0.342 0.665  -0.452
4 C 0.875 0.306 -0.993  -0.177
5 C 0.155 -0.571 -2.016  -0.154
6 N 0.065 -0.904 1.155  -0.197
7 C 0.811 -2.089 0.775  -0.075
8 C -0.369 -0.919 2.546  -0.087
9 H 1.866 -0.111 -0.793  0.083
10 H 1.098 1.306 -1.365  0.079
11 H 0.768 -1.415 -2.338  0.064
12 H -0.769 -0.959 -1.589  0.068
13 H -0.090 -0.009 -2.917  0.059
14 H 0.765 -2.283 -0.292  0.060
15 H 0.359 -2.955 1.258  0.085
16 H 1.867 -2.030 1.071  0.095
17 H -1.005 -1.790 2.712  0.079
18 H 0.482 -0.959 3.235  0.089
19 H -0.920 -0.003 2.743  0.069
20 C -1.465 1.880 -1.195  -0.087
21 N -0.979 2.862 -0.529  0.012
22 H -1.945 1.092 -0.628  0.086
23 H -1.514 1.840 -2.281  0.082
24 H -0.629 3.637 -1.090  0.078

E_LUMO   0.742 eV
SMILES   [H]/N=C(\CC)N(C)C.C=N



Model two:
ORCA calculation (ωB97M-V/def2-TZVPD) on one molecule with the formula C6H15N3.

Each line ends with the Löwdin charge.
Geometry (Å):
1 C 1.552 0.381 1.698  0.030
2 C 1.678 0.201 0.382  -0.412
3 C 2.851 -0.536 -0.208  -0.053
4 N 0.937 0.986 -0.576  0.040
5 C -0.433 0.587 -0.812  -0.419
6 N -0.449 -0.903 -0.818  -0.055
7 C -0.851 -1.610 0.385  -0.134
8 N -1.349 1.250 0.070  -0.065
9 C -2.732 1.200 -0.358  -0.130
10 H 2.245 -0.071 2.386  0.058
11 H 0.714 0.910 2.116  0.053
12 H 3.525 -0.900 0.563  0.072
13 H 2.499 -1.395 -0.784  0.077
14 H 3.415 0.105 -0.885  0.076
15 H 1.428 1.012 -1.461  0.106
16 H -0.682 0.899 -1.833  0.146
17 H -1.023 -1.218 -1.587  0.093
18 H -0.792 -2.678 0.177  0.080
19 H -1.862 -1.376 0.746  0.067
20 H -0.153 -1.402 1.192  0.055
21 H -1.228 0.918 1.023  0.090
22 H -3.112 0.198 -0.544  0.063
23 H -2.822 1.776 -1.279  0.078
24 H -3.357 1.668 0.406  0.082

E_LUMO   0.979 eV
SMILES   C=C(C)NC(NC)NC



Model three:
ORCA calculation (ωB97M-V/def2-TZVPD) on C6H15N3 as an isolated structure.

Each line ends with the Löwdin charge.
Geometry (Å):
1 C -0.760 0.049 1.776  -0.064
2 C -0.667 -1.618 0.025  -0.062
3 C 1.738 -0.841 0.974  0.063
4 N -0.116 -0.348 0.525  -0.263
5 H -1.810 0.314 1.614  0.098
6 H -0.721 -0.786 2.477  0.090
7 H -1.745 -1.549 -0.134  0.095
8 H -0.171 -1.880 -0.907  0.097
9 H 1.344 -1.341 1.859  0.039
10 H 2.344 0.020 1.208  0.034
11 H 2.229 -1.518 0.292  0.038
12 H -0.237 0.892 2.218  0.086
13 H -0.471 -2.401 0.759  0.092
14 C -1.197 0.808 -1.428  -0.047
15 C 0.035 0.721 -0.534  -0.596
16 N 0.327 2.017 0.002  0.082
17 N 1.490 -0.007 -2.449  0.037
18 C 1.356 0.244 -1.228  -0.223
19 H -0.384 2.426 0.592  0.077
20 H 1.249 2.070 0.412  0.074
21 H 0.669 0.178 -3.054  0.022
22 H -2.098 1.081 -0.869  0.078
23 H -1.014 1.589 -2.166  0.086
24 H -1.393 -0.120 -1.963  0.068

E_LUMO (alpha / beta)   0.502 / 0.502 eV



Least stable structure: model three



Model one:
ORCA calculation (ωB97M-V/def2-TZVPD) on a 2-piece molecular cluster, C4H7NOS2 overall.

Each line ends with the Löwdin charge.
Geometry (Å):
1 C 0.418 0.888 -0.024  -0.234
2 C -2.699 -0.453 -0.920  -0.615
3 C 1.283 -0.048 0.241  -0.216
4 C 2.666 -0.060 0.722  -0.605
5 N -0.386 1.599 -0.576  0.132
6 O -2.072 -1.520 -0.583  -0.028
7 S -3.996 -0.599 -1.968  0.822
8 S 2.949 -0.046 2.539  0.618
9 H 0.794 -1.063 0.102  0.129
10 H -4.230 0.647 -2.097  -0.164
11 H 3.179 -0.948 0.495  0.020
12 H 3.459 0.792 0.367  0.120
13 H -1.360 1.879 -0.184  0.107
14 H -2.415 -2.288 -0.911  0.034
15 H 2.410 1.220 2.795  -0.121

E_LUMO   0.414 eV



Model two:
ORCA calculation (ωB97M-V/def2-TZVPD) on one molecule with the formula C4H7NOS2.

Each line ends with the Löwdin charge.
Geometry (Å):
1 N -0.220 -1.240 -1.720  0.095
2 C -0.951 -0.700 -0.759  -1.052
3 S -2.541 -0.768 -0.580  0.696
4 C -0.223 -0.243 0.363  -0.828
5 S -0.112 -1.640 1.563  0.737
6 C -0.351 1.164 0.863  -0.055
7 C 0.953 0.643 0.357  -0.346
8 O 1.721 0.964 -0.843  -0.079
9 H 0.837 -1.128 -1.616  0.146
10 H -0.858 -1.223 -2.634  0.172
11 H -1.442 -1.193 2.230  0.008
12 H -0.709 1.870 0.199  0.107
13 H -0.234 1.373 1.845  0.077
14 H 1.647 0.478 1.294  0.161
15 H 2.482 1.643 -0.561  0.163

E_LUMO   0.302 eV
SMILES   NC(=S)[C@]1(S)C[C@@H]1O



Least stable structure: model one



Model one:
ORCA calculation (ωB97M-V/def2-TZVPD) on a 2-piece molecular cluster, C2H8N2O2 overall.

Each line ends with the Löwdin charge.
Geometry (Å):
1 C 1.386 0.068 0.916  -0.076
2 C -1.276 -0.497 -0.152  -0.348
3 N 0.146 0.725 -1.522  -0.051
4 N 0.118 -0.348 -0.641  -0.118
5 O 0.925 1.214 1.544  -0.040
6 O -1.551 -1.805 0.143  -0.029
7 H 1.557 -0.817 1.467  0.069
8 H 2.229 0.274 0.155  0.108
9 H -1.404 0.009 0.784  0.103
10 H -1.850 -0.116 -0.918  0.088
11 H 1.056 0.916 -1.947  0.079
12 H -0.275 1.620 -1.350  0.069
13 H 0.334 1.001 2.221  0.055
14 H -1.395 -2.245 -0.699  0.090

E_LUMO   0.829 eV



Model two:
ORCA calculation (ωB97M-V/def2-TZVPD) on a 2-piece molecular cluster, C2H8N2O2 overall.

Each line ends with the Löwdin charge.
Geometry (Å):
1 C 0.745 1.470 -0.848  -0.034
2 N 0.298 0.119 -0.400  -0.023
3 C 0.325 -0.160 0.920  -0.633
4 N 0.273 -1.478 1.313  0.145
5 O 0.592 0.688 1.781  0.004
6 H -0.133 2.079 -0.999  0.077
7 H 1.452 1.209 -1.639  0.091
8 H 1.324 1.879 -0.020  0.077
9 H 0.228 -0.652 -1.041  0.108
10 H -0.284 -2.096 0.764  0.083
11 H 0.682 -1.732 2.194  0.102
12 O -1.758 -0.599 -1.990  -0.060
13 H -2.542 -0.596 -2.544  0.044
14 H -1.766 0.077 -1.315  0.019

E_LUMO   0.655 eV
SMILES   CNC(N)=O.O



Model three:
ORCA calculation (ωB97M-V/def2-TZVPD) on a 2-piece molecular cluster, C2H8N2O2 overall.

Each line ends with the Löwdin charge.
Geometry (Å):
1 O 2.532 0.314 1.657  0.107
2 C 1.717 1.159 1.490  -0.361
3 O 1.513 1.745 0.256  0.003
4 H 1.029 1.549 2.251  0.139
5 H 1.951 2.606 0.241  0.111
6 N -0.684 0.337 -1.068  -0.004
7 C -1.482 -0.630 -0.329  -0.373
8 N -1.087 -2.050 -0.398  -0.017
9 H -0.749 0.068 -2.046  0.062
10 H 0.310 0.261 -0.881  0.034
11 H -2.470 -0.544 -0.791  0.097
12 H -1.628 -0.421 0.726  0.099
13 H -0.265 -2.124 0.200  0.051
14 H -0.688 -2.270 -1.307  0.054

E_LUMO   0.622 eV
SMILES   O=CO.NCN



Model four:
ORCA calculation (ωB97M-V/def2-TZVPD) on a 2-piece molecular cluster, C2H8N2O2 overall.

Each line ends with the Löwdin charge.
Geometry (Å):
1 N 1.108 -1.560 -0.224  0.046
2 C 2.174 -0.598 -0.415  -0.343
3 O 2.092 0.540 -0.826  0.033
4 H 0.187 -1.313 0.167  0.013
5 H 0.848 -2.322 -0.910  0.117
6 H 3.093 -1.140 -0.210  0.104
7 N -2.199 1.515 0.785  0.000
8 C -1.300 0.698 -0.043  -0.297
9 O -1.472 -0.645 0.503  -0.111
10 H -1.841 1.628 1.700  0.044
11 H -2.092 2.447 0.391  0.068
12 H -0.211 1.019 0.034  0.114
13 H -1.721 0.868 -1.025  0.115
14 H -0.832 -0.636 1.264  0.098

E_LUMO   0.727 eV
SMILES   NC=O.NCO



Least stable structure: model one



Model one:
ORCA calculation (ωB97M-V/def2-TZVPD) on a 2-piece molecular cluster, C2H8N2O2 overall.

Each line ends with the Löwdin charge.
Geometry (Å):
1 O 3.465 -5.233 -1.093  0.106
2 C 3.204 -4.221 -0.593  -0.424
3 O 3.778 -3.805 0.573  0.032
4 H 2.771 -3.290 -1.036  0.148
5 H 4.350 -4.577 0.865  0.137
6 N -2.500 2.759 -0.838  -0.040
7 C -2.082 2.431 0.595  -0.362
8 N -0.925 1.555 0.812  -0.019
9 H -2.267 3.760 -0.932  0.048
10 H -3.557 2.707 -0.974  0.077
11 H -2.952 2.036 1.101  0.092
12 H -1.780 3.379 1.088  0.098
13 H -1.267 0.734 0.357  0.039
14 H -0.239 1.765 0.074  0.067

E_LUMO   0.867 eV
SMILES   O=CO.NCN



Model two:
ORCA calculation (ωB97M-V/def2-TZVPD) on a 2-piece molecular cluster, C2H8N2O2 overall.

Each line ends with the Löwdin charge.
Geometry (Å):
1 N -1.909 -0.452 -1.776  0.009
2 C -1.873 -0.366 -0.322  -0.396
3 O -2.364 -1.008 0.572  0.045
4 H -2.830 -0.062 -2.265  0.131
5 H -1.764 -1.413 -2.196  0.088
6 H -1.206 0.513 -0.037  0.103
7 N 1.649 0.000 1.758  -0.015
8 C 1.531 0.623 0.420  -0.384
9 O 0.748 -0.151 -0.447  -0.129
10 H 0.802 0.383 2.330  0.106
11 H 2.435 0.547 2.230  0.083
12 H 0.950 1.574 0.413  0.112
13 H 2.577 0.784 -0.072  0.138
14 H 1.255 -0.974 -0.608  0.109

E_LUMO   0.838 eV
SMILES   NC=O.NCO



Model three:
ORCA calculation (ωB97M-V/def2-TZVPD) on a 2-piece molecular cluster, C2H8N2O2 overall.

Each line ends with the Löwdin charge.
Geometry (Å):
1 N -0.345 1.896 0.271  0.032
2 C 0.535 1.268 -0.621  -0.267
3 N 0.366 -0.217 -0.437  0.021
4 C 1.456 -0.831 0.051  -0.358
5 O 2.508 -0.205 0.264  -0.037
6 H -0.898 1.351 0.868  0.051
7 H -0.201 2.771 0.696  0.059
8 H 1.618 1.515 -0.565  0.118
9 H 0.262 1.318 -1.704  0.113
10 H -0.596 -0.517 -0.315  0.081
11 H 1.364 -1.936 0.054  0.127
12 O -1.954 -1.826 0.284  -0.031
13 H -2.384 -1.908 1.156  0.072
14 H -1.730 -2.679 -0.003  0.020

E_LUMO   0.394 eV
SMILES   NCNC=O.O



Least stable structure: model two



Model one:
ORCA calculation (ωB97M-V/def2-TZVPD) on one molecule with the formula C4H5ClOS.

Each line ends with the Löwdin charge.
Geometry (Å):
1 O 2.466 1.071 -0.828  0.009
2 C 1.620 0.552 -0.169  -0.845
3 S 1.895 -1.146 -0.005  0.884
4 C 0.537 1.097 0.626  -0.078
5 C -0.724 0.658 0.997  -0.136
6 C -1.456 -0.576 0.511  -0.573
7 Cl -2.809 -0.018 -0.567  0.545
8 H 1.134 -1.221 1.106  -0.107
9 H 0.759 2.141 0.914  0.125
10 H -1.443 1.200 1.482  0.065
11 H -1.706 -1.225 1.291  0.058
12 H -0.893 -1.214 -0.243  0.055

E_LUMO   -0.539 eV
SMILES   O=C(S)/C=C\CCl



Model two:
ORCA calculation (ωB97M-V/def2-TZVPD) on one molecule with the formula C4H5ClOS.

Each line ends with the Löwdin charge.
Geometry (Å):
1 S 3.282 -0.587 -0.015  0.713
2 C 1.883 -0.206 0.658  -0.589
3 C 0.444 0.255 0.002  -0.361
4 O -0.546 0.944 0.861  -0.124
5 C -1.575 0.626 0.069  -0.204
6 C -0.649 -0.684 -0.324  -0.491
7 Cl -0.581 -1.292 -2.144  0.455
8 H 1.782 -0.305 1.729  0.036
9 H 0.701 0.991 -0.824  0.146
10 H -1.483 1.342 -0.976  0.175
11 H -2.580 0.435 0.633  0.152
12 H -0.678 -1.518 0.332  0.093

E_LUMO   -0.726 eV
SMILES   S=C[C@@H]1OC[C@H]1Cl



Least stable structure: model two